44
Properties=species:S:1:pos:R:3:lowdin_charge:R:1 method="wB97M-V/def2-TZVPD" total_energy_ha=-1248.35411 relative_energy_kj_mol=0.0 lumo_energy_ha=-0.02027 homo_energy_ev=-6.26
C 3.117 -2.673 2.878 0.12
C 2.008 -2.410 2.501 -0.14
C 0.775 -1.754 2.019 -0.15
C 0.447 -2.080 0.516 -0.26
N -0.956 -2.466 0.376 -0.01
C -1.922 -1.357 0.206 -0.15
C -1.269 0.012 0.084 -0.21
C -2.224 1.183 -0.178 -0.30
C -3.508 0.935 -0.634 -0.02
C -4.347 2.049 -0.823 -0.08
C -3.794 3.286 -0.530 -0.18
C -2.474 3.416 -0.110 -0.12
N -1.670 2.357 0.072 0.09
N -0.235 -0.124 -0.975 0.16
C 0.893 -0.991 -0.493 -0.18
C 2.129 -0.167 -0.017 -0.30
C 1.779 1.216 0.582 -0.05
C 3.007 0.088 -1.297 -0.21
C 4.070 -1.026 -1.493 -0.08
H 4.054 -2.829 3.367 0.03
H -0.034 -2.183 2.623 0.12
H 0.787 -0.690 2.262 0.10
H 1.041 -2.968 0.271 0.15
H -1.247 -3.114 1.091 0.11
H -2.444 -1.549 -0.745 0.11
H -2.693 -1.373 0.981 0.14
H -0.788 0.270 1.031 0.14
H -3.921 -0.041 -0.859 0.10
H -5.372 1.955 -1.157 0.07
H -4.491 4.269 -0.652 -0.11
H -2.046 4.394 0.091 0.10
H -0.694 -0.643 -1.731 0.19
H 0.075 0.761 -1.384 0.17
H 1.249 -1.523 -1.382 0.15
H 2.754 -0.742 0.666 0.11
H 1.407 1.866 -0.217 0.08
H 1.122 1.194 1.451 0.07
H 2.722 1.669 0.907 0.09
H 2.341 0.108 -2.169 0.10
H 3.471 1.069 -1.179 0.11
H 4.262 -1.562 -0.559 0.07
H 3.751 -1.756 -2.242 0.07
H 5.002 -0.559 -1.824 0.07
Cl -6.135 4.480 -1.325 -0.31